111
Properties=species:S:1:pos:R:3:forces:R:3:mulliken_charge:R:1 method="wB97M-V/def2-TZVPD" spin_multiplicity=1 charge=-2 relative_energy_kj_mol=0.0 orbital_gap_ev=5.41
Rb 0.22590 -0.66128 -0.78258 -0.208 1.302 0.857 0.7029
C -1.02664 -1.95656 2.68344 -0.007 0.048 -0.045 -0.3695
C -2.21291 -1.72159 1.99642 0.005 -0.037 0.068 -0.0940
C -2.67540 -0.42123 1.83940 -0.003 0.011 -0.027 -0.5173
C -1.94566 0.64334 2.35387 0.064 -0.015 -0.027 0.1356
C -0.75543 0.40764 3.03275 -0.007 -0.009 -0.050 -0.5587
C -0.29438 -0.89364 3.20217 -0.035 -0.021 -0.035 -0.1812
H -0.65017 -2.96858 2.78131 -0.003 0.030 -0.010 0.2611
H -2.75368 -2.54902 1.55309 0.031 0.025 0.011 0.1878
H -3.58670 -0.22891 1.28332 0.041 -0.012 0.012 0.2910
H -2.28232 1.65674 2.17994 0.020 0.043 -0.004 0.1287
H -0.16316 1.24023 3.39528 -0.017 -0.033 -0.009 0.2997
H 0.66399 -1.07058 3.67713 -0.048 0.022 -0.031 0.4007
C -0.92574 0.10792 -4.30702 -0.060 0.063 0.096 -1.0737
C -1.38385 1.41712 -3.71047 -0.039 0.049 0.288 0.5389
C -2.04020 2.35322 -4.50173 0.034 -0.038 0.016 -0.9243
C -2.45291 3.53341 -3.88056 0.041 0.021 0.092 -0.7405
C -2.17833 3.75166 -2.55420 -0.121 -0.108 0.044 -0.6588
C -1.46070 2.77188 -1.77889 0.475 0.186 -0.175 0.0002
N -1.12266 1.59186 -2.41101 -0.153 0.097 0.015 0.7486
N -1.02353 2.98779 -0.53900 -0.256 -0.575 -0.408 0.2878
Si -1.03346 4.43621 0.30077 -0.006 0.218 0.123 0.3434
C -0.06021 4.27314 1.90378 0.077 -0.136 0.222 -1.0048
C -0.21624 5.85740 -0.64476 0.170 0.140 -0.247 -1.2807
C -2.73308 5.09540 0.81958 -0.250 -0.025 0.070 -1.1795
H -0.53082 0.24792 -5.31616 -0.022 -0.007 0.025 0.4295
H -1.75667 -0.59958 -4.36367 0.021 0.016 0.006 0.2328
H -0.14917 -0.34075 -3.68785 0.028 -0.015 -0.107 0.0017
H -2.21624 2.16602 -5.55446 0.010 0.004 0.035 0.3998
H -2.97750 4.29111 -4.45387 -0.020 0.044 -0.008 0.3633
H -2.47506 4.67939 -2.07313 -0.023 -0.125 -0.096 0.2228
H 0.74869 3.53780 1.79510 -0.195 0.202 0.099 0.0974
H -0.70435 3.94797 2.73282 0.117 -0.001 -0.116 0.3453
H 0.38599 5.23620 2.18970 -0.071 -0.154 -0.032 0.4393
H 0.87953 5.78012 -0.58870 -0.218 0.038 0.026 0.2434
H -0.50892 6.83061 -0.23033 0.071 -0.064 -0.041 0.4153
H -0.49499 5.83687 -1.70755 0.069 0.044 0.201 0.3692
H -3.28039 4.33717 1.39948 0.103 0.154 -0.103 0.2856
H -3.35733 5.36598 -0.04171 0.083 -0.028 0.129 0.2947
H -2.61488 5.98750 1.44935 -0.049 -0.089 -0.052 0.3440
C 6.04450 -4.92572 1.46846 -0.044 0.012 -0.038 -1.4375
C 4.94953 -4.44196 0.55175 0.063 0.010 -0.013 0.9788
C 3.63353 -4.40228 0.99574 0.050 -0.002 0.073 -0.3419
C 2.60318 -4.00374 0.15861 0.053 0.049 -0.016 0.0773
C 2.89563 -3.63674 -1.14471 0.162 0.031 0.111 0.0711
C 4.20738 -3.63396 -1.60632 -0.004 0.007 0.120 -0.9880
C 5.22478 -4.03145 -0.75364 0.004 -0.043 0.017 -0.8017
S 1.65543 -3.17137 -2.30372 -0.162 -0.112 -0.299 1.0643
O 1.86621 -1.75979 -2.65138 0.253 -0.375 -0.183 -0.5450
O 1.80801 -4.07902 -3.42912 0.016 0.016 -0.140 -0.7684
N 0.35253 -3.33880 -1.44587 -0.690 -0.214 -0.372 -0.4158
C -0.88907 -3.17253 -2.02781 0.061 -0.309 -0.020 0.1503
C -1.18056 -3.42273 -3.39785 0.036 -0.025 0.139 -0.6121
C -2.45665 -3.22480 -3.86820 0.038 0.005 0.027 -0.5779
C -3.45757 -2.76937 -3.01067 0.077 -0.014 0.042 -0.7659
C -3.09613 -2.55512 -1.69639 0.167 -0.080 0.208 -0.0009
N -1.87054 -2.75377 -1.19745 -0.008 -0.024 -0.286 0.0337
H 5.92704 -4.50351 2.46749 0.013 0.037 0.024 0.1498
H 7.02880 -4.63996 1.09466 -0.016 0.010 0.007 0.3008
H 6.01997 -6.01824 1.55587 0.000 0.076 -0.010 0.4079
H 3.41681 -4.65788 2.02862 -0.007 0.011 -0.052 0.1805
H 1.57995 -3.95489 0.50516 0.054 -0.025 -0.018 0.4257
H 4.41841 -3.32228 -2.62416 -0.011 -0.033 0.087 0.4243
H 6.25289 -4.02497 -1.10313 -0.040 0.000 0.012 0.2530
H -0.39060 -3.77564 -4.04495 -0.010 0.019 0.004 0.4513
H -2.67706 -3.41027 -4.91254 0.013 -0.017 -0.048 0.3788
H -4.46658 -2.57627 -3.34928 0.011 -0.008 0.002 0.3597
H -3.83693 -2.19775 -0.98186 0.075 -0.005 -0.023 0.2927
C 3.51560 0.81697 -1.34995 0.032 0.318 0.040 0.0513
N 2.27365 1.60984 -1.28821 0.180 -0.199 0.056 0.8266
C 2.06990 2.28234 -2.57291 0.172 0.032 0.146 -0.6861
N 3.20793 3.16398 -2.91453 0.024 -0.031 0.112 0.0545
C 4.42931 2.34578 -2.93184 -0.166 -0.011 0.147 -0.7340
N 4.68541 1.67039 -1.65705 -0.097 0.056 0.031 0.1421
C 4.77797 2.69564 -0.60725 -0.202 -0.034 -0.120 -0.6293
N 3.56677 3.52620 -0.51749 0.018 -0.085 -0.108 0.0561
C 2.42533 2.62849 -0.24140 0.080 -0.006 -0.208 1.1722
C 3.34179 4.14796 -1.82859 -0.051 -0.213 0.034 -0.4721
H 3.41293 0.04972 -2.11727 -0.003 -0.002 -0.051 0.4185
H 3.67386 0.33278 -0.38162 0.006 0.002 -0.033 -0.5622
H 1.15826 2.87674 -2.51836 -0.009 0.019 0.007 0.1225
H 1.95008 1.52887 -3.35524 0.033 0.000 -0.003 0.0350
H 5.27986 2.99009 -3.16952 0.041 0.050 0.002 0.3531
H 4.33217 1.59091 -3.71467 -0.013 -0.029 -0.016 0.3705
H 5.63380 3.34268 -0.81828 0.033 0.029 -0.028 0.3686
H 4.93449 2.20086 0.35199 -0.024 -0.011 0.016 0.1729
H 1.50303 3.20843 -0.19244 0.069 -0.052 -0.084 -2.0806
H 2.59275 2.12991 0.71543 0.023 -0.030 0.023 0.3872
H 4.18181 4.80941 -2.05436 0.068 0.023 -0.017 0.3472
H 2.42736 4.74345 -1.78339 0.014 -0.031 -0.017 0.1416
C 8.36905 -3.10264 5.07533 -0.020 0.016 -0.044 -1.5042
C 7.13226 -2.57527 4.38485 -0.016 -0.036 -0.023 0.8068
C 7.21070 -1.86956 3.19042 -0.084 0.000 -0.137 -1.3754
C 6.07734 -1.39533 2.52385 -0.025 -0.070 0.109 0.8746
C 6.25022 -0.65853 1.22488 -0.016 0.010 0.027 -1.1073
C 4.78618 -1.59464 3.07352 0.217 0.008 0.126 0.3449
Se 3.23760 -0.78793 2.30590 0.128 -0.086 0.033 -0.0878
C 4.70227 -2.36020 4.26358 0.143 0.055 -0.010 1.1881
C 3.36928 -2.66496 4.89424 0.057 -0.011 -0.012 -1.7719
C 5.86202 -2.81681 4.89647 -0.157 -0.079 -0.105 -1.0320
H 9.27161 -2.63378 4.67202 -0.074 -0.031 0.027 0.3612
H 8.47779 -4.18711 4.94847 -0.027 0.093 -0.003 0.2576
H 8.34129 -2.90456 6.15107 0.000 -0.007 -0.041 0.3434
H 8.19198 -1.68508 2.74989 -0.121 -0.002 0.036 0.1671
H 7.30759 -0.60273 0.94464 -0.090 0.001 0.017 0.3594
H 5.83944 0.35261 1.29803 0.037 -0.066 -0.006 0.0019
H 5.69186 -1.15098 0.42198 0.012 0.025 0.054 0.1064
H 2.62525 -2.89360 4.12830 0.037 -0.032 0.016 0.2579
H 2.98402 -1.79598 5.43574 -0.008 0.022 -0.035 0.3090
H 3.45772 -3.50213 5.59447 -0.015 0.058 -0.023 0.4040
H 5.76358 -3.39086 5.82014 -0.013 0.076 -0.104 0.2681